# 1
Formula: C24H27N3O3S2
Source: the OMol25 dataset
Level of theory: the ωB97M-V functional and the def2-TZVPD basis

XYZ file:
```
59
Properties=species:S:1:pos:R:3
C 5.94258 -2.32942 0.66635
C 4.63652 -1.59753 0.63471
C 3.61471 -1.92547 1.52053
C 2.40257 -1.25943 1.47654
C 2.22063 -0.25665 0.54436
S 0.61797 0.51195 0.41971
O -0.01830 0.52894 1.70266
O 0.71647 1.75718 -0.27591
N -0.22149 -0.56122 -0.59175
C 0.33723 -0.59964 -1.92912
C 0.49406 0.77724 -2.58375
O 1.55570 1.10001 -3.08048
N -0.64023 1.48327 -2.70636
C -0.58465 2.82770 -3.24394
C -1.61230 3.73836 -2.60036
S -1.21907 4.17075 -0.86943
C -1.98934 2.88081 0.02387
C -2.05757 2.98852 1.41400
C -2.75149 2.02334 2.10813
C -3.35673 0.98660 1.40334
C -3.19035 0.94769 0.03392
N -2.52769 1.87197 -0.64735
C -0.51960 -1.81100 -0.00168
C -0.01733 -3.01633 -0.48068
C -0.36168 -4.20286 0.14262
C -1.19172 -4.23257 1.25189
C -1.54174 -5.53266 1.90877
C -1.69251 -3.02203 1.74124
C -2.59147 -2.99553 2.93944
C -1.36149 -1.83706 1.10543
C 3.21452 0.08410 -0.35370
C 4.42289 -0.58810 -0.30006
H 5.97206 -3.07023 -0.13282
H 6.07895 -2.84480 1.61335
H 6.77182 -1.64264 0.51314
H 3.76864 -2.70822 2.24860
H 1.59929 -1.49457 2.15684
H -0.33608 -1.19407 -2.55592
H 1.33618 -1.05864 -1.94504
H -1.41225 1.30273 -2.06329
H 0.42862 3.21549 -3.09409
H -0.77623 2.78453 -4.32486
H -1.64655 4.69219 -3.12536
H -2.59961 3.27852 -2.59701
H -1.57305 3.81439 1.90844
H -2.82864 2.07334 3.18391
H -3.93227 0.22656 1.90822
H -3.60460 0.14621 -0.56508
H 0.64163 -3.04912 -1.33316
H 0.03566 -5.12971 -0.24661
H -1.08534 -6.36577 1.38047
H -1.19528 -5.54643 2.94191
H -2.62128 -5.67858 1.92103
H -2.82268 -1.97140 3.21792
H -2.11611 -3.48646 3.78749
H -3.52283 -3.52259 2.73220
H -1.73732 -0.90272 1.48392
H 3.03030 0.86197 -1.07846
H 5.20819 -0.32973 -0.99470
```

Computed properties:
2S+1: 1
LUMO level (Ha): 0.024
Gap between HOMO and LUMO (eV): 8.79
Total energy (a.u.): -2117.1386
Relative energy (zero: lowest compared OMol25 entry of this formula, charge and spin) (kcal per mole): 0.0
SMILES string: Cc1ccc(S(=O)(=O)N(CC(=O)NCCSc2ccccn2)c2ccc(C)c(C)c2)cc1

Here are the natural (NBO) charges for atoms 1 to 8, given in e: atom 1 (C): -0.6311, atom 2 (C): 0.0131, atom 3 (C): -0.2129, atom 4 (C): -0.1992, atom 5 (C): -0.2963, atom 6 (S): 2.3142, atom 7 (O): -0.9379, atom 8 (O): -0.9307

# 2
Formula: C24H27N4OPRhS8Sb
Source: the OMol25 dataset
Level of theory: the ωB97M-V functional and the def2-TZVPD basis

XYZ file:
```
67
Properties=species:S:1:pos:R:3
Rh -0.74114 -0.98949 0.50238
S 2.04528 -3.66693 5.12668
Sb 0.75184 -4.77125 3.57850
S -1.01868 -3.26009 0.65303
S 0.66806 -2.62892 1.58255
S -1.38833 -4.92538 4.40356
S -1.95514 0.29423 -1.06754
S -1.74496 4.02225 -2.65857
S -2.03578 3.65538 -0.68668
S -3.10415 1.86402 -0.39579
O 0.57113 -1.27281 -1.17162
P 1.30579 -0.23261 -1.96880
C 3.01995 -0.77795 -2.13575
C 3.49907 -1.64432 -1.15489
C 4.81572 -2.07960 -1.20497
C 5.64863 -1.65732 -2.23159
C 5.17247 -0.79017 -3.20710
C 3.85958 -0.34788 -3.15918
C 1.39512 1.38859 -1.18950
C 1.20158 1.49749 0.18635
C 1.29426 2.72666 0.81053
C 1.58065 3.85867 0.05984
C 1.80805 3.75445 -1.30282
C 1.73567 2.51825 -1.92567
C 0.64252 -0.02627 -3.62489
C 0.92052 -1.00226 -4.58425
C 0.25467 -0.98837 -5.79792
C -0.70283 -0.01118 -6.04829
C -0.98375 0.95538 -5.09513
C -0.31472 0.95201 -3.88007
H 2.83040 -1.98462 -0.37030
H 5.18626 -2.75156 -0.44166
H 6.67255 -2.00816 -2.27581
H 5.82601 -0.45883 -4.00469
H 3.48390 0.32941 -3.91738
H 0.95097 0.60701 0.76174
H 1.11973 2.80939 1.87543
H 1.60857 4.82859 0.53976
H 2.00911 4.64113 -1.88916
H 1.88793 2.44360 -2.99562
H 1.65593 -1.77051 -4.37534
H 0.46878 -1.74575 -6.54178
H -1.23947 -0.01344 -6.98973
H -1.73556 1.71410 -5.27154
H -0.55833 1.71704 -3.14992
C -1.65013 0.86455 2.63923
N -2.48364 1.24030 3.77499
C -2.09779 0.41518 4.92443
N -2.24643 -1.00518 4.65537
C -1.41635 -1.37661 3.52090
N -1.79669 -0.57527 2.30372
C -3.24502 -0.85220 2.03065
N -4.08335 -0.49759 3.16757
C -3.88158 0.92683 3.44746
C -3.64072 -1.27628 4.33013
H -0.60177 1.04466 2.89358
H -1.93004 1.45653 1.76912
H -2.73471 0.68377 5.77165
H -1.05721 0.62528 5.18250
H -1.54638 -2.43751 3.30947
H -0.37074 -1.19008 3.76015
H -3.34091 -1.91495 1.81246
H -3.54680 -0.27075 1.16414
H -4.50806 1.21327 4.29594
H -4.17573 1.50618 2.57080
H -3.74982 -2.34190 4.12124
H -4.26399 -1.01020 5.18809
```

Computed properties:
2S+1: 1
LUMO level (Ha): 0.136
Gap between HOMO and LUMO (eV): 5.35
Total charge: -2
Total energy (a.u.): -5102.8711
Relative energy (zero: lowest compared OMol25 entry of this formula, charge and spin) (kcal per mole): 29.5

Here are the natural (NBO) charges for atoms 1 to 8, given in e: atom 1 (Rh): 0.5298, atom 2 (S): -0.9663, atom 3 (Sb): 0.8670, atom 4 (S): -0.0892, atom 5 (S): -0.3129, atom 6 (S): -0.9568, atom 7 (S): -0.4221, atom 8 (S): -0.7019

# 3
Formula: C24H27NOSiW
Source: the OMol25 dataset
Level of theory: the ωB97M-V functional and the def2-TZVPD basis

XYZ file:
```
55
Properties=species:S:1:pos:R:3
C -3.19276 0.27927 2.43581
C -3.27279 -0.87638 1.58626
C -2.06576 -1.63563 1.75137
H -4.14310 -1.15541 0.99069
C -1.22963 -0.95043 2.70332
C -1.95910 0.19603 3.17521
H -1.70166 0.79474 4.04799
H -3.98557 1.02872 2.54568
H -1.86221 -2.61052 1.29576
H -0.29192 -1.32862 3.13293
W -1.49504 0.33311 0.94798
C 1.27060 -0.06490 0.73058
H 1.15035 -1.09734 1.08336
H 0.42230 0.61627 1.09148
H -0.62022 -0.76466 -0.02016
Si 1.04840 -0.28993 -1.15774
C 0.15056 -0.36310 -2.85269
C -0.90324 -1.27158 -2.98979
H -1.32247 -1.75487 -2.10223
C -1.41437 -1.62075 -4.25640
H -2.22443 -2.36571 -4.34925
C -0.89322 -1.01695 -5.41480
H -1.29231 -1.29127 -6.40324
C 0.09504 -0.02782 -5.29243
H 0.45621 0.47010 -6.20342
C 0.58950 0.30950 -4.01164
H 1.33525 1.09879 -3.92059
C 2.34520 -1.63718 -1.49103
C 2.40265 -2.42496 -2.66575
H 1.99108 -2.05014 -3.59857
C 2.93730 -3.71605 -2.61488
H 2.83833 -4.39932 -3.47125
C 3.58693 -4.15980 -1.45313
H 3.93887 -5.18821 -1.37465
C 3.78475 -3.28311 -0.38123
H 4.35425 -3.60079 0.49218
C 3.21721 -1.99253 -0.43799
H 3.38950 -1.26701 0.35789
H 1.65805 1.03511 -1.42827
H 2.07308 0.52396 1.20196
O 1.84850 2.21326 2.39442
C 0.75754 2.13850 3.32818
C -0.43457 2.82739 2.74276
C -0.88397 4.02113 3.26569
C -2.04874 4.59407 2.77685
C -2.65980 4.02887 1.65877
C -2.10699 2.90461 1.07189
N -1.06493 2.23712 1.69117
H 2.64746 1.89118 2.82073
H 0.53879 1.10319 3.65418
H 1.04028 2.69955 4.22494
H -0.32562 4.40218 4.11344
H -2.46106 5.48462 3.25526
H -3.56129 4.46951 1.22202
H -2.45122 2.50420 0.10032
```

Computed properties:
2S+1: 3
LUMO level (spin up / spin down) (Ha): -0.320 / -0.317
Gap between HOMO and LUMO (spin up / spin down) (eV): 4.52 / 4.60
Total charge: +2
Expectation value of S²: 2.01
Total energy (a.u.): -1416.4944
Relative energy (zero: lowest compared OMol25 entry of this formula, charge and spin) (kcal per mole): 55.8

Here are the natural (NBO) charges for atoms 1 to 8, given in e: atom 1 (C): -0.2842, atom 2 (C): -0.2737, atom 3 (C): -0.2553, atom 4 (H): 0.3058, atom 5 (C): -0.2804, atom 6 (C): -0.2183, atom 7 (H): 0.2870, atom 8 (H): 0.2937

# 4
Formula: C24H28BiCl3F5O9P3SiTe
Source: the OMol25 dataset
Level of theory: the ωB97M-V functional and the def2-TZVPD basis

XYZ file:
```
75
Properties=species:S:1:pos:R:3
Bi 0.12977 -0.97999 -0.05817
C -2.59591 2.65017 2.76725
C -1.63354 3.79428 2.59444
C -1.91197 5.02051 3.18958
C -1.03876 6.09347 3.08140
C 0.13001 5.94924 2.35117
C 0.41733 4.73245 1.74771
C -0.44336 3.64156 1.86285
P -0.05149 1.97081 1.15811
C 1.30864 2.34602 0.07860
C 2.63760 2.18465 0.12342
C 3.21044 2.46447 -1.19925
C 2.22722 2.72211 -2.06740
C 0.89546 2.61435 -1.37201
C 0.14851 1.37588 -1.74396
C -2.54250 0.33480 -1.68436
C 0.60605 1.16726 2.65853
C 1.59055 1.73595 3.45947
C 2.10621 1.05586 4.55121
C 1.63847 -0.22245 4.82909
C 0.65704 -0.79612 4.03886
C 0.11269 -0.11756 2.94507
C -0.87241 -0.79643 2.05202
H -3.56112 3.00644 3.12875
H -2.20968 1.91995 3.48424
H -2.74803 2.12119 1.82481
H -2.83434 5.13306 3.74967
H -1.27410 7.03563 3.56203
H 0.82196 6.77737 2.25377
H 1.32776 4.62169 1.17036
H 3.20436 1.84575 0.98016
H 4.26702 2.42605 -1.42272
H 2.32505 2.95940 -3.11616
H 0.27586 3.52093 -1.45638
H -1.23328 0.83812 -5.23208
H -2.40805 0.72598 -0.64528
H -2.03926 -0.55189 -3.52851
H 1.95433 2.72927 3.21969
H 2.87026 1.51062 5.16927
H 2.05016 -0.78183 5.66091
H 0.31827 -1.80443 4.24747
H -1.73430 -0.16973 1.82061
H -1.16779 -1.77695 2.41998
O 3.16681 -3.59686 0.98948
P 3.30041 -2.15883 0.32576
O 4.62419 -1.55014 0.48607
O 2.12134 -1.28521 0.82036
O 3.04833 -2.51505 -1.25117
P 2.48799 -3.75441 -2.09489
O 3.38322 -3.76737 -3.39525
O 2.60406 -5.02707 -1.35040
O 1.03792 -3.35106 -2.48008
H 2.89616 -4.28990 0.34898
H 3.23867 -2.97799 -3.95300
Cl -0.84474 0.38953 -2.49204
Si 0.66256 -1.75294 -3.29019
Cl 2.60346 -0.75970 -3.91949
Cl -1.99601 0.99171 -6.25844
C -0.47743 -5.80150 -0.61872
C -0.73989 -4.37770 -0.20725
C -2.07420 -3.79514 -0.57594
O 0.13754 -3.74668 0.35262
H -1.36047 -6.28418 -1.03363
H -0.09886 -6.36008 0.23773
H 0.32611 -5.77551 -1.35849
H -2.87470 -4.46431 -0.25480
H -2.13640 -3.70855 -1.66705
H -2.22456 -2.80645 -0.14963
F -3.45302 -2.61745 -3.72063
Te -3.96245 -0.88937 -4.47042
F -5.19132 0.67374 -4.91750
F -5.61541 -1.51536 -3.76249
F -4.43586 -1.79594 -6.11996
F 0.57327 -2.42710 -4.79993
O -3.65782 0.06900 -2.07386
```

Computed properties:
2S+1: 1
LUMO level (spin up / spin down) (Ha): 0.144 / 0.144
Gap between HOMO and LUMO (spin up / spin down) (eV): 5.56 / 5.51
Total charge: -2
Total energy (a.u.): -5284.7581
Relative energy (zero: lowest compared OMol25 entry of this formula, charge and spin) (kcal per mole): 382.2

Here are the Löwdin charges for atoms 1 to 8, given in e: atom 1 (Bi): 1.6623, atom 2 (C): -0.0698, atom 3 (C): -0.2785, atom 4 (C): -0.0680, atom 5 (C): -0.1088, atom 6 (C): -0.1040, atom 7 (C): -0.0930, atom 8 (C): -0.2890